# 1
Computed, not measured: a molecular structure, C29H25BrN3O5RbS, with ωB97M-V with the def2-TZVPD basis set.

Computed properties:
Multiplicity: 1
Relative energy (zero: lowest compared OMol25 entry of this formula, charge and spin) (kcal per mole): 0.0
Net charge: -2

Geometry (Å):
Rb (-0.16431, 0.78368, 0.92436)
O (0.37393, -2.27841, 5.38392)
C (-0.35743, -3.30822, 5.12131)
C (-0.81652, -4.21976, 6.10054)
C (-1.58846, -5.31365, 5.75238)
C (-1.94244, -5.56122, 4.43149)
C (-1.49769, -4.68338, 3.44499)
C (-0.72056, -3.59276, 3.76819)
C (-0.19004, -2.61913, 2.74797)
O (-0.54427, -1.28666, 3.05575)
N (1.25939, -2.78364, 2.72051)
N (1.91035, -2.23332, 1.70244)
C (3.16998, -2.02934, 1.82258)
C (3.97058, -1.48726, 0.74415)
Br (2.98995, -0.69513, -0.70127)
C (5.31147, -1.40479, 0.67069)
C (6.27379, -1.98065, 1.61379)
C (7.47193, -1.30382, 1.86357)
C (8.41786, -1.80939, 2.73482)
C (8.19780, -3.02064, 3.37840)
C (7.02374, -3.71792, 3.12335)
C (6.07947, -3.21087, 2.24956)
H (-0.30542, -1.22121, 4.00297)
H (-0.55139, -4.03381, 7.13505)
H (-1.93195, -5.99158, 6.52887)
H (-2.55487, -6.41633, 4.17325)
H (-1.76326, -4.85342, 2.40631)
H (-0.55324, -2.83637, 1.74067)
H (1.64346, -2.68651, 3.66333)
H (3.68526, -2.24286, 2.76246)
H (5.72044, -0.82944, -0.14978)
H (7.64255, -0.35537, 1.36800)
H (9.33053, -1.25553, 2.91709)
H (8.93317, -3.42235, 4.06309)
H (6.84589, -4.67085, 3.60576)
H (5.18693, -3.78374, 2.03659)
O (-2.80329, 0.87545, 0.09924)
C (-3.01649, 0.74896, -1.27969)
C (-2.40713, -0.51308, -1.83437)
C (-3.05025, -1.24885, -2.82688)
C (-2.42978, -2.36542, -3.35206)
C (-1.18262, -2.73512, -2.86615)
C (-0.61954, -1.94888, -1.87101)
N (-1.20687, -0.86890, -1.37590)
H (-2.43375, 1.78950, 0.23956)
H (-2.55093, 1.58304, -1.82356)
H (-4.09550, 0.74615, -1.50293)
H (-4.02548, -0.94296, -3.18411)
H (-2.91577, -2.94395, -4.12899)
H (-0.66887, -3.60714, -3.24740)
H (0.35299, -2.19221, -1.45273)
O (0.63235, 3.32387, 0.47394)
C (-0.46372, 3.62378, -0.03294)
O (-1.59268, 3.17633, 0.33864)
C (-0.49204, 4.63438, -1.15674)
C (-0.53357, 5.97978, -0.83426)
C (-0.57753, 6.96046, -1.81893)
C (-0.57816, 6.56107, -3.14930)
C (-0.52429, 5.21727, -3.47494)
C (-0.46789, 4.21094, -2.49950)
S (-0.37911, 2.52321, -2.94995)
H (-0.53316, 6.26614, 0.21247)
H (-0.61271, 8.01055, -1.55020)
H (-0.61658, 7.30963, -3.93565)
H (-0.51773, 4.91206, -4.51575)

Atoms 1-3, force components in eV/Å:
0.4 -0.4 0.1
0.0 0.0 0.1
0.2 0.1 -0.1

---

# 2
Computed, not measured: 2 unconnected molecules or ions with the total composition CH7N2O2, with ωB97M-V with the def2-TZVPD basis set.

Computed properties:
Multiplicity: 1
Relative energy (zero: lowest compared OMol25 entry of this formula, charge and spin) (kcal per mole): 17.4
Net charge: +1

Geometry (Å):
C (-1.40653, 0.08284, -0.03744)
N (-2.13353, -0.97869, 0.17667)
N (2.35129, 0.10804, -0.01175)
O (-1.87203, 1.26335, 0.19766)
O (-0.06460, -0.08121, -0.56350)
H (-3.09564, -0.88699, 0.47088)
H (-1.75765, -1.88818, -0.04426)
H (2.62379, -0.72193, 0.51448)
H (2.64756, 0.95272, 0.47377)
H (2.76674, 0.07456, -0.94380)
H (-1.27325, 1.98049, -0.06554)
H (1.21386, 0.09499, -0.16716)

Atoms 1-3, force components in eV/Å:
7.0 -0.8 -2.5
-0.4 0.3 0.1
-0.4 -0.1 -0.2

---

Please write out number 2 again, unchanged.
Computed, not measured: 2 unconnected molecules or ions with the total composition CH7N2O2, with ωB97M-V with the def2-TZVPD basis set.

Computed properties:
Multiplicity: 1
Relative energy (zero: lowest compared OMol25 entry of this formula, charge and spin) (kcal per mole): 17.4
Net charge: +1

Geometry (Å):
C (-1.40653, 0.08284, -0.03744)
N (-2.13353, -0.97869, 0.17667)
N (2.35129, 0.10804, -0.01175)
O (-1.87203, 1.26335, 0.19766)
O (-0.06460, -0.08121, -0.56350)
H (-3.09564, -0.88699, 0.47088)
H (-1.75765, -1.88818, -0.04426)
H (2.62379, -0.72193, 0.51448)
H (2.64756, 0.95272, 0.47377)
H (2.76674, 0.07456, -0.94380)
H (-1.27325, 1.98049, -0.06554)
H (1.21386, 0.09499, -0.16716)

Atoms 1-3, force components in eV/Å:
7.0 -0.8 -2.5
-0.4 0.3 0.1
-0.4 -0.1 -0.2